C15H35ClN5O9 | ωB97M-V/def2-TZVPD

Structure (ORCA input):
```
! wB97M-V def2-TZVPD RIJCOSX def2/J DEFGRID3
* xyz -1 1
Cl -0.43 0.80 -0.20
O -0.71 2.22 -0.02
O 0.99 0.59 -0.28
O -0.96 0.10 0.95
O -1.07 0.34 -1.41
C 3.65 3.87 4.40
C 2.81 2.64 4.11
O 3.25 1.51 4.32
N 1.56 2.88 3.63
C 0.63 1.84 3.25
H 3.73 3.98 5.48
H 3.22 4.79 3.98
H 4.65 3.73 3.99
H 1.26 3.84 3.60
H 1.11 0.87 3.32
H 0.25 1.98 2.24
H -0.25 1.82 3.90
C -4.06 2.51 0.42
C -4.04 2.69 1.92
O -5.03 2.58 2.61
N -2.82 2.98 2.44
C -2.67 3.18 3.86
H -5.08 2.53 0.07
H -3.61 1.55 0.19
H -3.45 3.26 -0.08
H -2.03 3.06 1.83
H -1.70 3.61 4.09
H -2.79 2.23 4.39
H -3.46 3.84 4.24
C 1.50 -1.97 -7.47
C 1.38 -1.93 -5.97
O 2.36 -2.02 -5.26
N 0.11 -1.77 -5.51
C -0.27 -1.58 -4.12
H 2.21 -1.18 -7.74
H 0.56 -1.74 -7.98
H 1.90 -2.91 -7.84
H -0.62 -1.86 -6.19
H 0.60 -1.59 -3.48
H -0.95 -2.37 -3.79
H -0.76 -0.62 -3.99
C 3.27 -0.67 1.57
C 4.55 -0.87 2.35
O 5.62 -0.41 2.01
N 4.44 -1.64 3.47
C 5.58 -1.85 4.33
H 3.23 0.37 1.26
H 2.37 -0.85 2.16
H 3.25 -1.27 0.66
H 3.59 -2.09 3.74
H 5.37 -2.68 5.01
H 5.79 -0.96 4.93
H 6.47 -2.09 3.76
C -3.67 -2.36 -1.28
C -3.32 -3.13 -2.53
O -2.43 -3.96 -2.57
N -4.05 -2.81 -3.64
C -3.78 -3.41 -4.92
H -3.04 -1.47 -1.21
H -3.45 -2.99 -0.42
H -4.72 -2.08 -1.23
H -4.94 -2.35 -3.52
H -2.71 -3.43 -5.11
H -4.25 -2.85 -5.72
H -4.14 -4.44 -5.01
*
```

As for the largest force on an atom: 0.8 eV/A. For the lowest unoccupied orbital energy, the calculation gives 2.41 eV. The energy relative to the best compared isomer or geometry (same formula, charge and spin) is 0.300 eV.